No. 1
Here is a structure of composition C14H38O7S5 at a distorted geometry from OMol25. Energies are from the ωB97M-V functional and the def2-TZVPD basis.

Positions of all 64 atoms, in Å:
C -12.5587 4.1408 -1.5406
S -13.3577 4.3987 -3.2066
O -14.6908 5.0886 -2.9497
C -12.2497 5.6344 -3.9712
H -11.4835 3.9825 -1.6244
H -13.0697 3.2982 -1.0748
H -12.6593 5.0623 -0.9672
H -12.4236 5.7968 -5.0349
H -11.2166 5.3069 -3.8551
H -12.2987 6.6091 -3.4857
C -13.1048 6.4070 0.0045
S -12.2074 8.0179 -0.2027
O -13.1311 8.9336 -1.0522
C -12.1675 8.6158 1.5976
H -14.0696 6.4984 0.5035
H -12.5202 5.5873 0.4220
H -13.3443 6.2946 -1.0529
H -13.0632 9.1630 1.8916
H -11.2352 9.1768 1.6632
H -12.0669 7.6911 2.1658
C -10.4059 4.5275 -5.6984
S -9.2864 5.9662 -6.0618
O -8.8276 5.6753 -7.4805
C -10.3150 7.4978 -6.2492
H -11.2547 4.4051 -6.3712
H -10.8538 4.7563 -4.7313
H -9.9202 3.5992 -5.3976
H -10.5930 7.9680 -5.3059
H -11.0772 7.0910 -6.9136
H -9.9877 8.4106 -6.7471
C -10.7843 9.3162 -4.1411
S -12.3764 8.5634 -3.7864
O -12.2791 7.3596 -4.7425
C -11.7327 7.8329 -2.2645
H -10.5376 10.0607 -3.3843
H -10.8398 9.8797 -5.0725
H -10.1789 8.4288 -4.3261
H -12.4458 7.1607 -1.7871
H -11.7011 8.6210 -1.5122
H -10.8009 7.2727 -2.3409
C -10.6261 10.7844 -1.1263
S -9.7874 11.0765 0.4810
O -8.8921 12.2411 0.4564
C -11.3226 11.5351 1.4282
H -9.9403 10.4224 -1.8922
H -11.0186 11.7325 -1.4940
H -11.4156 10.0386 -1.2191
H -11.2296 11.9085 2.4481
H -11.9074 10.6197 1.5177
H -11.9595 12.2806 0.9520
O -5.9385 10.8211 -4.9687
C -7.0909 10.9329 -4.6112
O -7.8448 10.3467 -3.6660
C -7.4050 9.1381 -2.9937
C -8.4699 8.6591 -2.0376
C -8.1245 11.8161 -5.3218
H -6.6016 9.5514 -2.3840
H -6.9722 8.4066 -3.6760
H -8.3395 7.7353 -1.4739
H -9.4412 8.6630 -2.5322
H -8.5532 9.4182 -1.2597
H -7.8200 12.2488 -6.2748
H -8.5268 12.6041 -4.6852
H -8.9277 11.1277 -5.5848

Forces on atoms 1 to 3 (eV/Å):
0.19 0.38 -1.02
-0.50 -0.41 0.08
1.32 -0.17 0.14

Strongest force on any atom ... 9.60 eV/A
Molar mass ... 478.8 g/mol
E_HOMO ... -8.4 eV
Lowest unoccupied orbital energy ... -0.008 Eh
Charge ... 0
2S+1 ... 1

Results of the Mulliken charge analysis, in e, for atoms 1 through 4:
1 C -0.063
2 S 0.315
3 O -0.636
4 C 0.028


No. 2
Here is a structure of composition C14H38O7SSi2 at a distorted geometry from OMol25. Energies are from the ωB97M-V functional and the def2-TZVPD basis.

Positions of all 62 atoms, in Å:
O -1.9052 1.5646 3.8624
S -1.2097 1.1561 2.5080
O -2.2741 1.0299 1.3776
O -0.4578 -0.3530 2.7968
C 0.0595 2.5438 2.1728
C 1.1395 2.1324 0.9805
C 0.4288 2.5593 -0.4414
Si 0.7097 1.2266 -1.8566
C -0.9166 0.7206 -2.7544
C -1.9279 -0.2322 -1.8852
C -1.2095 -1.4881 -1.1121
O -2.2296 -2.5352 -0.7804
O 1.6993 -0.1214 -1.2978
Si 3.3476 -0.0284 -1.9008
H 0.2518 -0.5548 2.1126
H -0.5042 3.5063 1.7605
H 0.6109 2.8144 3.1813
H 1.4389 0.9974 1.0456
H 2.1391 2.7405 1.2137
H -0.7374 2.6921 -0.3356
H 0.8787 3.6128 -0.7743
H 1.5354 1.9370 -2.8669
H -1.5112 1.7334 -2.9655
H -0.6485 0.2856 -3.8324
H -2.6867 -0.7178 -2.6673
H -2.6283 0.3697 -1.1285
H -0.7304 -1.1028 -0.0896
H -0.3561 -1.9742 -1.7904
H -1.8059 -3.1674 -0.1051
H 3.5601 -1.2312 -2.7451
H 3.5986 1.2180 -2.6244
H 4.2548 -0.1934 -0.7367
C 1.9099 -2.8919 -6.3514
C 0.5840 -2.1725 -6.1666
O 0.6923 -0.7534 -6.2429
C 1.1864 -0.2199 -7.4693
C 0.3298 -0.5768 -8.6724
H 2.6377 -2.5531 -5.6030
H 1.7757 -3.9737 -6.2484
H 2.3435 -2.7016 -7.3351
H 0.1953 -2.4046 -5.1698
H -0.1634 -2.5337 -6.8794
H 2.2272 -0.5243 -7.6207
H 1.1983 0.8702 -7.3564
H 0.2874 -1.6558 -8.8391
H 0.7325 -0.1129 -9.5774
H -0.6982 -0.2278 -8.5271
C -0.5118 -0.9581 9.3921
C -0.3366 0.4817 8.9382
O -0.0908 0.6107 7.5403
C -1.1045 0.1137 6.6695
C -2.4502 0.7932 6.8584
H 0.3740 -1.5522 9.1336
H -0.6620 -1.0019 10.4758
H -1.3718 -1.4338 8.9166
H 0.5323 0.9074 9.4504
H -1.1952 1.0943 9.2294
H -1.1918 -0.9727 6.7739
H -0.7580 0.2971 5.6460
H -2.8501 0.6371 7.8633
H -3.1785 0.4009 6.1428
H -2.3576 1.8741 6.7078

Forces on atoms 1 to 3 (eV/Å):
3.37 -1.89 -4.90
-6.39 1.34 1.97
4.78 0.17 3.26

Strongest force on any atom ... 6.81 eV/A
Molar mass ... 406.7 g/mol
E_HOMO ... -9.3 eV
Lowest unoccupied orbital energy ... -0.002 Eh
Charge ... 0
2S+1 ... 1

Results of the Mulliken charge analysis, in e, for atoms 1 through 4:
1 O -0.567
2 S 1.006
3 O -0.542
4 O -0.487


No. 3
Here is a structure of composition C14H40O18S2V2 at a distorted geometry from OMol25. Energies are from the ωB97M-V functional and the def2-TZVPD basis.

Positions of all 76 atoms, in Å:
O 2.9502 1.4370 3.4171
V 2.2301 2.4456 4.4634
O 3.1884 3.6531 4.7991
O -0.6226 -0.6588 0.2133
V 0.0476 0.7526 0.6408
O 1.5359 0.3901 1.0950
S -0.9722 1.3411 3.8476
O -1.8892 0.6275 4.7155
O -0.7715 0.6820 2.5485
O -1.4058 2.7243 3.6630
O 0.3770 1.4077 4.4573
S 0.6754 4.1099 1.5471
O -0.4949 4.9357 1.8642
O 1.6941 4.8117 0.7848
O 1.0000 3.8087 2.9828
O 0.2757 2.8474 0.8961
C -2.0219 -2.4254 3.3748
O -2.6005 -3.7120 3.1190
H -1.1618 -2.4452 4.0419
H -1.7591 -1.9153 2.4492
H -2.7259 -1.8000 3.9286
H -3.4267 -3.5700 2.6544
C 0.9448 -3.2092 1.4762
O 1.7069 -4.2162 2.1289
H 0.6477 -2.4349 2.1845
H 1.5308 -2.7085 0.7064
H 0.0577 -3.6420 1.0094
H 1.1043 -4.8578 2.5088
C -3.9396 1.5161 1.5599
C -3.4278 1.1364 0.1922
C -4.4060 1.4914 -0.9134
O -2.1644 1.7620 -0.0285
H -3.2040 1.3453 2.3436
H -4.8828 1.0478 1.8491
H -4.1228 2.5951 1.5841
H -3.2333 0.0636 0.1256
H -4.6667 2.5541 -0.9213
H -5.3887 1.0371 -0.7567
H -4.0813 1.1894 -1.9103
H -2.3570 2.7085 -0.0426
C -0.1491 1.3877 -3.6682
C 0.7371 0.6261 -2.7039
C 2.1747 0.4966 -3.1912
O 0.8385 1.2913 -1.4552
H -1.1790 1.4962 -3.3276
H -0.1430 0.9772 -4.6803
H 0.1872 2.4190 -3.8142
H 0.2525 -0.3322 -2.5121
H 2.8500 0.1384 -2.4167
H 2.5554 1.4770 -3.4911
H 2.2233 -0.1520 -4.0684
H 1.4224 2.0530 -1.5497
C -2.0487 -3.4528 -1.7549
C -3.0803 -2.4698 -2.3481
C -2.5471 -1.3941 -3.2666
O -3.8926 -3.3504 -3.1399
H -1.3455 -2.9688 -1.0721
H -1.3959 -3.8947 -2.5079
H -2.5333 -4.2112 -1.1386
H -3.7347 -2.0622 -1.5730
H -3.3277 -1.1598 -3.9876
H -1.6335 -1.7424 -3.7500
H -2.2729 -0.5768 -2.5982
H -4.3434 -3.9720 -2.5643
C 5.6492 -0.4216 -1.8159
C 5.4081 0.7138 -0.8352
C 4.9459 0.2370 0.5333
O 6.5749 1.4884 -0.7066
H 4.8208 -1.1251 -1.9149
H 6.4978 -1.0552 -1.5399
H 5.8908 -0.0115 -2.7986
H 4.6193 1.3587 -1.2291
H 5.7432 -0.3325 1.0184
H 4.0242 -0.3098 0.3325
H 4.7196 1.0544 1.2174
H 7.2519 0.9540 -0.2813

Forces on atoms 1 to 3 (eV/Å):
-0.23 1.74 2.36
-2.83 -1.19 -6.32
0.34 -0.18 1.08

Energy relative to the best compared isomer or geometry (same formula, charge and spin) ... 1.1996 eV
Strongest force on any atom ... 7.03 eV/A
Molar mass ... 662.5 g/mol
E_HOMO ... -2.1 eV
Lowest unoccupied orbital energy ... 0.142 Eh
Charge ... -2
2S+1 ... 1

Results of the Mulliken charge analysis, in e, for atoms 1 through 4:
1 O -0.624
2 V 1.598
3 O -0.708
4 O -0.542